Entry 1:
{"formula": "CH4O", "method": "ωB97M-V/def2-TZVPD", "homo_energy_ev": -10.051, "orbital_gap_ev": 10.409, "fmax_ev_per_a": 7.8, "total_charge": 0, "energy_ev": -3146.5922, "molar_mass_g_mol": 32.0, "relative_energy_kcal_mol": 51.2, "symbols": ["C", "O", "H", "H", "H", "H"], "coordinates": [[-0.143022, -0.350000, -0.040332], [1.193695, -0.053690, -0.122950], [-0.552887, -0.125923, 0.943362], [-0.052060, -1.297822, -0.418708], [-0.673268, 0.213727, -0.735063], [1.516814, 1.166688, 0.339229]], "forces_ev_per_angstrom": [[0.2, 2.0, 1.2], [4.3, 6.2, 2.2], [-0.3, -0.9, 0.2], [-1.1, -3.0, -0.2], [-1.4, 1.1, -1.4], [-1.8, -5.4, -2.1]], "mulliken_charge": [-0.43, -0.56, 0.21, 0.22, 0.25, 0.30]}

=====

Entry 2:
{"formula": "CH4O", "method": "ωB97M-V/def2-TZVPD", "homo_energy_ev": [-20.517, -20.842], "s_squared": 0.75, "orbital_gap_ev": [16.060, 9.795], "fmax_ev_per_a": 3.0, "total_charge": 1, "energy_ev": -3137.8548, "molar_mass_g_mol": 32.0, "multiplicity": 2, "relative_energy_kcal_mol": 0.0, "symbols": ["C", "O", "H", "H", "H", "H"], "coordinates": [[0.065308, 0.354809, -0.141323], [0.145882, -0.964410, 0.255863], [0.738370, 0.435572, -0.968708], [-0.869755, 0.784486, -0.335346], [0.578493, 0.798573, 0.773575], [-0.658298, -1.409029, 0.415938]], "forces_ev_per_angstrom": [[0.7, -1.0, 1.3], [2.1, 1.3, -0.8], [1.2, 0.4, -0.6], [-1.6, 0.2, 0.0], [0.2, 0.4, -0.5], [-2.6, -1.2, 0.6]], "lowdin_spin": [0.17, 0.67, 0.05, 0.00, 0.10, 0.01]}

=====

Entry 3:
{"formula": "CH4O2P", "method": "ωB97M-V/def2-TZVPD", "homo_energy_ev": -2.806, "orbital_gap_ev": 7.472, "fmax_ev_per_a": 5.1, "total_charge": -1, "energy_ev": -14486.6420, "molar_mass_g_mol": 79.0, "relative_energy_kcal_mol": 34.8, "symbols": ["C", "O", "O", "P", "H", "H", "H", "H"], "coordinates": [[-0.609332, 0.213985, -0.836070], [1.260133, -1.513102, 0.435571], [0.402809, 0.434549, 1.874254], [-0.250068, -0.768111, 0.808489], [0.290723, 0.569962, -1.197241], [-1.313583, 0.955618, -0.859012], [-0.915761, -0.608081, -1.499425], [1.135079, 0.715180, 1.273435]], "forces_ev_per_angstrom": [[0.5, -3.4, 1.2], [-4.6, 2.1, 0.5], [-0.3, 0.2, -1.8], [4.6, -1.6, -0.6], [2.1, 0.8, -0.8], [-2.1, 1.9, 0.4], [0.0, 0.2, 0.0], [-0.2, -0.2, 1.0]], "mulliken_charge": [-1.08, -0.77, -0.45, 0.09, 0.30, 0.39, 0.25, 0.28]}

=====

Entry 4:
{"formula": "CH4O2S", "method": "ωB97M-V/def2-TZVPD", "homo_energy_ev": -11.031, "orbital_gap_ev": 11.559, "fmax_ev_per_a": 3.6, "total_charge": 0, "energy_ev": -16030.3221, "molar_mass_g_mol": 80.1, "relative_energy_kcal_mol": 40.4, "symbols": ["C", "O", "O", "S", "H", "H", "H", "H"], "coordinates": [[0.282597, 0.247848, 0.251233], [-0.605902, 1.191648, -2.072249], [1.095539, -0.703487, -2.074465], [-0.047863, -0.001226, -1.525383], [1.108933, 0.884838, 0.179568], [-0.464350, 0.590234, 0.880836], [0.394303, -0.700599, 0.649281], [-0.941963, -1.074083, -1.241781]], "forces_ev_per_angstrom": [[-0.1, 0.1, -2.6], [-0.2, -0.1, -0.5], [-0.6, 1.0, 0.0], [-0.2, -2.4, 2.7], [1.6, 0.7, 0.7], [-2.0, 1.6, 0.4], [1.4, -2.1, 0.4], [0.1, 1.2, -1.1]], "mulliken_charge": [-0.97, -0.53, -0.55, 0.84, 0.29, 0.39, 0.37, 0.15]}

=====

Entry 5:
{"formula": "CH4O2S", "method": "ωB97M-V/def2-TZVPD", "homo_energy_ev": [-9.256, -10.382], "orbital_gap_ev": [6.592, 10.063], "fmax_ev_per_a": 2.2, "total_charge": 0, "energy_ev": -16027.6144, "molar_mass_g_mol": 80.1, "relative_energy_kcal_mol": 102.9, "symbols": ["C", "O", "O", "S", "H", "H", "H", "H"], "coordinates": [[0.243653, 1.914436, 0.525588], [-0.855956, -2.431465, 0.616959], [-0.889085, -1.344252, -1.613338], [-0.204883, -1.557039, -0.348067], [0.123269, 2.169393, 1.559089], [1.220940, 1.765481, 0.119530], [-0.613549, 1.842028, -0.108287], [0.975613, -2.358582, -0.751474]], "forces_ev_per_angstrom": [[0.0, -0.2, 0.1], [0.4, 0.6, 0.2], [0.4, 0.6, 0.2], [0.1, -2.0, -0.9], [0.0, 0.0, 0.2], [0.3, 0.0, -0.1], [-0.3, 0.0, -0.2], [-0.9, 1.0, 0.5]], "mulliken_charge": [-0.95, -0.44, -0.42, 0.64, 0.29, 0.32, 0.35, 0.20]}

=====

Entry 6:
{"formula": "CH4O2S2", "method": "ωB97M-V/def2-TZVPD", "homo_energy_ev": -9.086, "orbital_gap_ev": 9.425, "fmax_ev_per_a": 7.3, "total_charge": 0, "energy_ev": -26864.8979, "molar_mass_g_mol": 112.2, "relative_energy_kcal_mol": 51.8, "symbols": ["C", "O", "O", "S", "S", "H", "H", "H", "H"], "coordinates": [[-0.447732, 0.155247, -0.110658], [-1.320304, 1.033970, 0.406493], [-0.105761, 0.746834, -1.834223], [1.500944, -1.695581, 1.054418], [1.415548, 0.188776, 0.375389], [-0.793991, -0.786762, -0.033989], [-1.273568, 1.898382, 0.023067], [-0.928167, 1.019751, -2.139399], [2.345586, -2.486298, 0.258863]], "forces_ev_per_angstrom": [[3.6, 5.3, -3.5], [-0.2, -1.2, 0.5], [1.5, -2.2, 4.4], [0.7, -1.7, 0.7], [-1.7, 0.3, -0.6], [-1.1, -3.3, -0.2], [0.6, 0.8, -0.3], [-2.7, 0.6, -1.0], [-0.8, 1.2, 0.0]], "mulliken_charge": [0.11, -0.43, -0.61, -0.24, -0.01, 0.43, 0.33, 0.25, 0.18]}